ORCA calculation (ωB97M-V/def2-TZVPD) on a 2-piece molecular cluster, C7H11N3 overall.

## Properties
ΔE to the lowest compared entry with this formula, charge and spin: 2.856 eV
Multiplicity: 1
Lowest unoccupied orbital energy: 0.741 eV
SMILES string: [H]/N=C(/C)N.C#CC#CCN
Frontier orbital gap: 10.007 eV

```
21
Properties=species:S:1:pos:R:3:forces:R:3:nbo_charge:R:1
H -1.4242 -4.8109 3.4216 -0.152 0.107 -0.148 0.320
N -1.7360 -4.2078 2.6534 0.514 0.015 0.080 -0.720
C -0.7396 -3.6001 2.1297 -0.248 -0.108 -0.018 0.447
C -0.9868 -2.6556 0.9758 0.027 -0.095 0.326 -0.691
N 0.5765 -3.7109 2.5098 0.031 -0.297 0.348 -0.831
H -1.6848 -1.8696 1.3050 0.345 -0.290 -0.064 0.244
H -0.0562 -2.2039 0.6117 -0.273 -0.094 0.152 0.211
H -1.4648 -3.2043 0.1569 0.095 0.039 0.143 0.239
H 1.3076 -3.2042 2.0466 -0.088 -0.001 -0.009 0.394
H 0.8414 -4.3270 3.2706 -0.151 0.281 -0.347 0.391
C -0.9736 -0.2235 -0.8450 -0.321 -0.452 -0.071 -0.185
C -0.5408 0.8649 -1.1278 0.153 0.294 -0.058 -0.064
C -0.0352 2.1260 -1.4515 -0.420 -0.928 0.237 -0.115
C 0.3785 3.2164 -1.7351 0.220 0.423 -0.102 0.060
C 0.9606 4.5301 -2.0691 -0.349 0.194 -0.069 -0.301
N 2.4102 4.6176 -1.9393 0.251 -0.382 -0.032 -0.801
H -1.3698 -1.2106 -0.5918 0.358 1.292 -0.513 0.244
H 0.6835 4.7938 -3.1004 0.064 -0.099 0.259 0.222
H 0.5029 5.3002 -1.4287 0.124 -0.253 -0.166 0.222
H 2.8500 3.9124 -2.5340 -0.147 0.277 0.173 0.357
H 2.6813 4.3830 -0.9877 -0.032 0.079 -0.122 0.357
```
Positions in Å, forces in eV/Å.

ORCA calculation (ωB97M-V/def2-TZVPD) on an isolated ion of composition C7H11N3 and charge +2.

## Properties
Net charge: +2
ΔE to the lowest compared entry with this formula, charge and spin: 6.749 eV
Multiplicity: 1
Lowest unoccupied orbital energy (spin up / spin down): -9.994 / -9.870 eV
Frontier orbital gap (spin up / spin down): 7.054 / 8.133 eV

```
21
Properties=species:S:1:pos:R:3:forces:R:3:nbo_charge:R:1
C -0.6198 -1.6988 0.7239 0.693 -1.800 3.900 -0.172
C -2.1964 1.1120 -0.1635 -0.555 -0.028 0.154 0.216
C -1.7730 -1.2060 0.4329 2.391 -1.155 1.099 0.444
C 0.1343 1.6605 0.2909 -0.352 2.073 1.645 0.498
C 0.5187 -1.7823 -0.1605 2.084 0.879 -2.448 -0.477
C 0.7547 -0.3430 -0.8587 1.923 -0.136 -1.770 -0.276
C 2.3022 0.8164 0.7064 1.627 -1.322 0.490 -0.431
N 1.0298 0.8419 0.0466 -0.262 -2.859 -1.074 -0.281
N -2.4531 -0.2377 0.0913 -2.738 1.827 -2.289 -0.473
N -1.1037 1.8549 -0.1578 -0.209 -0.702 -1.025 -0.491
H -0.3000 -2.1819 1.7240 -1.556 0.942 -1.088 0.339
H -3.1020 1.4701 -0.5689 -0.454 1.523 -0.119 0.244
H 1.4952 -2.2217 0.2978 -1.901 1.088 -0.545 0.296
H 0.2312 -2.5120 -0.9404 0.460 0.451 -0.138 0.313
H 1.6639 -0.4172 -1.5070 -0.380 -0.222 0.807 0.278
H 0.0962 0.1153 -1.6137 -0.814 -1.123 0.460 0.240
H 3.0705 1.4028 0.2099 -0.247 0.224 -0.287 0.275
H 2.1784 1.1417 1.7038 0.011 0.568 1.043 0.255
H 2.6758 -0.2328 0.7428 -0.354 0.765 -0.103 0.233
H -3.3580 -0.3732 -0.4270 0.622 -0.719 0.980 0.471
H -1.2450 2.7910 -0.5728 0.009 -0.275 0.309 0.500
```
Positions in Å, forces in eV/Å.

ORCA calculation (ωB97M-V/def2-TZVPD) on a 2-piece molecular cluster, C7H11N3O overall.

## Properties
ΔE to the lowest compared entry with this formula, charge and spin: 0.368 eV
Multiplicity: 1
Lowest unoccupied orbital energy: -0.228 eV
SMILES string: CNC(C)=O.c1cnccn1
Frontier orbital gap: 8.966 eV

```
22
Properties=species:S:1:pos:R:3:forces:R:3:nbo_charge:R:1
C -1.1890 -2.7333 0.2796 -0.171 -0.133 -0.066 -0.413
N -0.3353 -1.6305 0.6762 0.227 0.064 0.148 -0.655
C 0.8235 -1.8525 1.3565 -0.405 -0.628 -0.129 0.665
C 1.6137 -0.6090 1.7051 0.465 0.194 0.266 -0.711
O 1.1849 -2.9865 1.6568 -0.012 0.572 -0.078 -0.638
H -2.0672 -2.3340 -0.2551 0.384 -0.114 0.231 0.197
H -1.5398 -3.2974 1.1601 0.164 0.137 -0.358 0.205
H -0.6534 -3.4257 -0.3914 -0.204 0.182 0.302 0.202
H -0.6021 -0.6706 0.4443 0.047 -0.444 0.172 0.428
H 1.0240 0.0674 2.3465 0.178 -0.224 -0.309 0.226
H 2.5256 -0.9049 2.2506 -0.461 0.096 -0.275 0.241
H 1.9104 -0.0609 0.7950 -0.156 -0.166 0.351 0.218
C -0.7734 3.2614 -1.0224 0.124 0.128 -0.202 -0.010
C -1.1233 2.1958 -0.1940 -0.122 -0.172 0.207 0.003
N -0.6243 0.9631 -0.3623 0.186 1.083 -0.731 -0.423
C 0.2343 0.8261 -1.3825 -0.036 -0.153 0.051 -0.010
C 0.5842 1.8919 -2.2110 -0.004 0.263 -0.098 -0.008
N 0.0852 3.1245 -2.0425 -0.192 -0.602 0.468 -0.359
H -1.1980 4.2611 -0.8610 0.189 -0.477 -0.057 0.208
H -1.8296 2.3370 0.6347 0.327 -0.059 -0.384 0.208
H 0.6589 -0.1735 -1.5440 -0.197 0.408 0.098 0.216
H 1.2906 1.7505 -3.0396 -0.331 0.045 0.395 0.209
```
Positions in Å, forces in eV/Å.

ORCA calculation (ωB97M-V/def2-TZVPD) on a 2-piece molecular cluster, C7H11N3O overall.

## Properties
ΔE to the lowest compared entry with this formula, charge and spin: 2.740 eV
Multiplicity: 1
Lowest unoccupied orbital energy: 0.933 eV
SMILES string: Cc1ccn[nH]1.CCOC#N
Frontier orbital gap: 9.983 eV

```
22
Properties=species:S:1:pos:R:3:forces:R:3:nbo_charge:R:1
C -0.5854 -1.8008 -3.0322 0.679 0.195 -0.871 -0.656
C 0.1294 -1.2381 -1.8476 -2.040 -0.551 -0.007 0.172
C 1.1126 -1.8065 -1.0780 -0.320 1.971 -0.794 -0.366
C 1.3131 -0.8902 -0.0376 0.809 -0.217 2.529 -0.034
N 0.3384 0.0205 -0.0106 0.245 0.163 -1.212 -0.332
N -0.3848 -0.1997 -1.1623 1.886 -0.132 1.181 -0.345
H -1.4929 -2.2976 -2.8423 -0.963 -1.215 1.197 0.230
H -1.0157 -1.0967 -3.7140 0.455 1.242 -0.465 0.227
H 0.0165 -2.4661 -3.6472 0.251 -0.009 0.217 0.226
H 1.5527 -2.6646 -1.4378 1.489 -1.618 -0.082 0.224
H 2.1403 -0.8959 0.8141 -2.122 -0.026 -1.979 0.211
H -1.1419 0.4304 -1.3691 -0.211 -0.127 -0.052 0.439
C 0.4318 1.9330 2.3947 -2.107 1.403 -2.001 -0.642
C -0.7804 1.0650 2.6355 0.240 -0.345 -0.857 -0.047
O -1.9784 1.6102 1.9881 -0.876 -0.113 -1.573 -0.501
C -2.3566 1.2352 0.7761 1.844 1.176 4.548 0.605
N -2.7996 0.9998 -0.2400 -0.992 -0.512 -2.323 -0.485
H 0.2657 2.9052 2.7814 0.049 0.953 0.971 0.208
H 1.2899 1.5088 2.7434 2.261 -1.220 1.498 0.219
H 0.6803 2.1544 1.3346 -0.742 -0.722 0.361 0.244
H -1.0759 0.9017 3.6721 0.126 0.478 -0.038 0.195
H -0.5977 0.1108 2.1967 0.039 -0.774 -0.250 0.207
```
Positions in Å, forces in eV/Å.

ORCA calculation (ωB97M-V/def2-TZVPD) on an isolated ion of composition C7H11N3O2S2 and charge +2.

## Properties
Net charge: +2
ΔE to the lowest compared entry with this formula, charge and spin: 6.259 eV
Multiplicity: 1
Lowest unoccupied orbital energy (spin up / spin down): -8.876 / -8.876 eV
Frontier orbital gap (spin up / spin down): 6.920 / 6.922 eV

```
25
Properties=species:S:1:pos:R:3:forces:R:3:nbo_charge:R:1
C -0.1805 0.6841 -1.1947 -0.062 1.322 0.839 0.248
C 1.4121 -0.4570 0.0479 2.194 0.998 -0.429 -0.016
C 1.9957 0.7278 -0.7193 0.379 -3.093 2.817 0.192
C 2.1982 -1.4376 0.5900 -2.605 -1.313 -0.388 -0.370
C -0.2896 -1.7708 -1.1911 -3.536 0.727 0.460 -0.400
C -0.1418 2.2190 1.6930 3.027 -2.735 -1.930 -0.723
C -0.9370 -0.3953 0.7492 -2.639 2.132 1.161 -0.344
N 1.0170 1.2239 -1.4893 -2.283 2.045 -3.562 -0.536
N 3.2002 1.1363 -0.6019 0.561 -0.103 0.195 0.369
N -0.0391 -0.5077 -0.3669 2.054 -2.969 -0.198 -0.275
O 3.8618 0.3588 0.6475 0.070 2.811 -0.144 -0.600
O 3.8691 1.9479 -1.1533 0.148 0.119 -0.113 -0.251
S 3.8940 -1.1924 0.6695 -0.580 -1.972 -0.173 0.902
S -1.2816 1.4028 0.5490 -0.337 0.351 0.288 0.594
H -0.9899 0.6097 -1.8837 -0.290 0.426 -0.701 0.277
H 1.6925 -2.4460 0.8406 1.285 1.552 -0.239 0.286
H -0.4245 -2.6184 -0.5442 0.748 -0.400 0.201 0.264
H -1.2308 -1.7387 -1.8192 0.528 0.572 1.112 0.259
H 0.4349 -1.7039 -1.8860 2.936 -0.944 -2.097 0.233
H -0.3862 3.2121 1.7783 -0.925 2.295 0.341 0.276
H 0.9114 2.1674 1.1614 -1.878 0.085 1.530 0.246
H -0.1816 1.6533 2.6279 0.174 0.306 -0.087 0.277
H -1.9495 -0.7841 0.5704 0.567 -0.595 -0.251 0.282
H -0.6259 -0.6553 1.7639 0.542 -0.200 -0.498 0.300
H 1.1328 1.8970 -2.3294 -0.079 -1.415 1.868 0.507
```
Positions in Å, forces in eV/Å.

ORCA calculation (ωB97M-V/def2-TZVPD) on one molecule with the formula C7H11N3O3.

## Properties
ΔE to the lowest compared entry with this formula, charge and spin: 6.284 eV
Multiplicity: 1
Lowest unoccupied orbital energy: 0.402 eV
SMILES string: Nc1nc(=O)ccn1COCCO
Frontier orbital gap: 9.065 eV

```
24
Properties=species:S:1:pos:R:3:forces:R:3:nbo_charge:R:1
N -0.2719 1.5000 1.5411 0.846 -0.396 4.737 -0.831
C 0.3477 0.3389 1.2495 -1.983 1.120 0.654 0.639
N 1.5041 0.2685 1.7088 3.475 -2.249 0.523 -0.569
C 2.1328 -0.9396 1.4495 -0.475 -1.163 -0.196 0.592
O 3.2504 -1.1480 1.7926 3.010 -0.003 1.079 -0.597
C 1.4948 -2.0945 0.7057 2.442 -0.701 1.800 -0.325
C 0.2647 -1.8856 0.3457 0.725 0.181 -0.437 -0.014
N -0.2784 -0.6827 0.6246 -5.793 1.197 -1.248 -0.456
C -1.7882 -0.5541 0.1541 0.111 -0.183 0.832 0.091
O -2.0893 0.7268 -0.4099 1.002 -0.908 -0.021 -0.553
C -1.3372 1.0440 -1.6718 -1.160 -4.267 0.720 -0.112
C 0.1643 0.7722 -1.6666 0.571 2.313 0.595 -0.165
O 0.7667 1.8055 -0.6240 4.530 -1.598 -4.064 -0.766
H 0.1113 1.8583 2.5319 -1.601 -0.428 -3.745 0.440
H -0.9408 1.8082 0.9073 -1.502 1.243 -0.181 0.415
H 2.0835 -3.0807 0.6985 -1.045 1.901 -0.438 0.250
H -0.2048 -2.5021 -0.3470 -1.436 -1.161 -0.661 0.204
H -2.6530 -0.9472 0.8580 2.012 2.004 -0.127 0.218
H -1.9064 -1.4319 -0.4749 0.486 0.372 -1.399 0.167
H -1.7074 0.1235 -2.3353 0.405 2.524 0.382 0.189
H -1.5906 2.0730 -1.9780 -0.113 -0.764 0.260 0.226
H 0.3140 1.4518 -2.5771 0.909 -2.319 0.236 0.229
H 0.4505 -0.4566 -1.5508 -0.273 4.113 -0.683 0.236
H 1.8831 1.9523 -0.9318 -5.146 -0.829 1.383 0.491
```
Positions in Å, forces in eV/Å.

ORCA calculation (ωB97M-V/def2-TZVPD) on one molecule with the formula C7H11N3O3.

## Properties
ΔE to the lowest compared entry with this formula, charge and spin: 3.835 eV
Multiplicity: 1
Lowest unoccupied orbital energy (spin up / spin down): -0.203 / -0.202 eV
Frontier orbital gap (spin up / spin down): 7.526 / 7.528 eV

```
24
Properties=species:S:1:pos:R:3:forces:R:3:nbo_charge:R:1
C -2.2411 0.1143 0.0243 -0.974 -1.531 -1.210 0.658
C 2.4772 0.0604 0.1371 2.114 1.231 -1.508 0.727
C -2.1287 1.5855 0.2731 -0.474 0.509 -4.615 -0.499
C 0.7564 -1.7587 -0.3917 -0.264 0.706 1.602 -0.485
C -0.6708 1.7539 0.2328 1.662 2.874 0.320 -0.257
C -0.4094 -1.6241 0.6899 -1.029 -0.912 -1.831 -0.190
C 1.3117 -0.4090 -0.6547 -1.952 0.359 1.583 0.236
N -1.0662 -0.3692 0.5805 0.763 -0.270 -0.527 -0.303
N -0.0844 0.5871 0.7887 0.971 -0.453 -0.087 -0.342
N 0.9262 0.1201 -1.8307 1.341 4.278 -0.361 -0.746
O 3.2577 0.8813 -0.2914 -0.962 0.429 -0.805 -0.560
O -3.1740 -0.5322 -0.4368 1.049 0.357 0.590 -0.592
O 2.8951 -0.5036 1.2674 -2.194 -1.613 1.941 -0.661
H -2.6292 2.3163 -0.4523 0.252 -1.499 1.062 0.236
H -2.5501 1.5915 1.1825 -1.379 1.083 3.717 0.230
H 1.6092 -2.2907 -0.0204 0.119 -0.862 0.658 0.239
H 0.4039 -2.3174 -1.2249 -0.312 0.063 -1.028 0.235
H -0.3835 1.9852 -0.8327 0.021 -0.545 0.335 0.153
H -0.3806 2.6858 0.7689 0.215 -0.719 -0.138 0.215
H -1.1053 -2.4496 0.6602 -0.241 -0.205 -0.319 0.229
H 0.0029 -1.6262 1.6375 1.079 -0.087 2.013 0.193
H -0.0125 -0.1685 -2.0185 -0.638 -0.071 -0.583 0.386
H 2.1571 -0.8830 1.8284 0.962 0.569 -1.010 0.491
H 1.0386 1.2509 -1.9173 -0.129 -3.693 0.201 0.409
```
Positions in Å, forces in eV/Å.

ORCA calculation (ωB97M-V/def2-TZVPD) on one molecule with the formula C7H11N3O4.

## Properties
ΔE to the lowest compared entry with this formula, charge and spin: 3.981 eV
Multiplicity: 1
Lowest unoccupied orbital energy: -0.355 eV
SMILES string: COC[C@H](O)Cn1ccnc1[N+](=O)[O-]
Frontier orbital gap: 9.102 eV

```
25
Properties=species:S:1:pos:R:3:forces:R:3:nbo_charge:R:1
C -4.6245 -0.5410 -0.6853 -0.190 0.023 -0.189 -0.243
O -3.4074 0.0844 -0.3755 0.418 0.179 0.065 -0.560
C -2.6089 -0.6690 0.5123 0.303 -0.170 0.158 -0.087
C -1.2944 0.0851 0.7156 -0.381 -0.332 -0.501 0.074
O -1.5217 1.3376 1.3048 -0.065 0.464 0.142 -0.710
C -0.5675 0.2378 -0.6376 -0.899 -0.392 0.287 -0.241
N 0.7750 0.7041 -0.4400 0.716 -0.471 0.096 -0.299
C 1.1732 1.9917 -0.4715 0.205 0.595 -0.004 -0.038
C 2.5199 2.0085 -0.1779 -0.426 0.165 -0.142 -0.084
N 2.9561 0.7602 0.0309 -0.058 -0.968 0.114 -0.374
C 1.8990 -0.0120 -0.1184 0.357 1.534 -0.106 0.328
N 1.9495 -1.4170 0.0233 0.378 -0.716 0.103 0.511
O 3.0330 -1.9239 0.1910 0.022 -0.045 0.002 -0.327
O 0.8937 -2.0314 -0.0288 -0.343 -0.178 0.021 -0.425
H -4.4614 -1.5112 -1.1691 -0.004 0.034 0.012 0.170
H -5.2317 -0.6910 0.2103 -0.069 -0.017 0.070 0.170
H -5.1472 0.1237 -1.3729 -0.057 -0.119 0.045 0.196
H -2.4003 -1.6688 0.1009 -0.048 0.097 0.025 0.179
H -3.1238 -0.7909 1.4768 0.087 0.020 -0.081 0.182
H -0.6614 -0.4727 1.4072 -0.024 -0.070 -0.081 0.200
H -2.2787 1.7369 0.8555 0.030 -0.026 0.031 0.474
H -0.5513 -0.7269 -1.1439 0.019 0.243 -0.054 0.244
H -1.1041 0.9662 -1.2469 0.084 -0.043 0.011 0.220
H 0.4899 2.7929 -0.6873 -0.100 -0.031 -0.019 0.226
H 3.1860 2.8448 -0.1122 0.047 0.227 -0.005 0.216
```
Positions in Å, forces in eV/Å.